Entry 1:
Below is C4H4BaO3 as an isolated structure, with properties calculated with ωB97M-V/def2-TZVPD.

Structure (XYZ):
```
12
Properties=species:S:1:pos:R:3:forces:R:3:mulliken_spin:R:1
O 2.397816 -0.064651 -1.246157 1.662 -0.290 -0.840 0.016
C 1.737021 0.402994 -0.265822 -1.051 1.538 0.646 0.050
O 0.566991 -0.422331 -0.142579 1.891 0.288 -3.687 0.172
O 1.895776 1.375268 0.421397 -0.090 -0.965 -0.295 -0.004
Ba 1.698896 -2.137698 -1.855773 -0.256 0.022 0.129 0.022
C -0.882221 0.419449 0.363897 -0.817 -2.913 -0.263 0.010
C -1.827814 0.615176 -0.565059 1.347 0.581 0.686 0.072
C -0.419100 -0.440999 1.383362 -2.851 1.882 3.539 0.642
H -1.550892 0.629623 -1.623675 -0.231 -0.069 0.412 0.007
H -2.837291 0.911015 -0.275329 0.390 0.157 -0.014 0.014
H 0.347809 -0.090740 2.077445 -0.290 -0.188 -0.261 -0.009
H -1.126993 -1.197106 1.728295 0.294 -0.045 -0.051 0.008
```
Positions in Å, forces in eV/Å.

Results
Total energy (Eh): -405.66224
Molar mass (g/mol): 237.40
Multiplicity: 2
Charge: +1
Highest occupied orbital energy (spin up / spin down) (eV): -10.0 / -13.5
Gap between HOMO and LUMO (spin up / spin down) (hartree): 0.18938 / 0.31698

Entry 2:
Below is a single C2H5NO2 molecule, with properties calculated with ωB97M-V/def2-TZVPD.

Structure (XYZ):
```
10
Properties=species:S:1:pos:R:3:forces:R:3:lowdin_charge:R:1
C -0.169064 -1.808409 -0.382431 -0.472 -1.504 -2.875 0.081
C 0.269937 1.585092 0.001974 0.003 -0.026 2.291 -0.096
N -0.221400 -0.747557 0.279470 2.076 3.038 1.431 -0.343
O -0.558046 -0.470266 1.426206 -0.824 -0.668 0.005 -0.009
O 0.598268 0.271674 -0.355694 0.593 -0.585 -1.430 -0.130
H 0.123460 -1.795750 -1.469274 -0.149 0.108 1.699 0.125
H -0.645558 -2.620129 0.086082 -0.343 -1.038 0.289 0.084
H -0.192325 1.393119 1.038195 0.434 1.327 -1.317 0.100
H -0.431225 1.991923 -0.724875 0.002 0.304 0.126 0.077
H 1.225953 2.200303 0.100346 -1.320 -0.955 -0.221 0.111
```
Positions in Å, forces in eV/Å.

Results
Total energy (Eh): -284.28368
Energy relative to the best compared isomer or geometry (same formula, charge and spin) (eV): 4.998
Molar mass (g/mol): 75.07
Multiplicity: 1
Highest occupied orbital energy (eV): -9.5
Gap between HOMO and LUMO (hartree): 0.38529

Entry 3:
Below is C42H62N11O2RuS2 as an isolated structure, with properties calculated with ωB97M-V/def2-TZVPD.

Structure (XYZ):
```
120
Properties=species:S:1:pos:R:3:forces:R:3:mulliken_spin:R:1
Ru -0.115909 0.514833 -0.306322 -0.307 -0.678 1.103 3.805
C 1.383099 -0.347521 4.198830 0.130 -0.029 0.218 0.008
N 2.033111 -1.102196 3.152510 0.144 -0.154 0.093 0.017
C 3.119576 -1.964004 3.606630 -0.026 0.009 -0.031 0.000
C 1.785543 -0.887432 1.846179 -0.110 0.261 0.214 0.029
N 1.307563 0.274013 1.384050 -0.068 0.059 -0.520 0.088
C 1.742097 1.484120 1.981840 0.353 0.227 -0.080 -0.020
C 3.085102 1.589235 2.279398 -0.085 -0.223 -0.182 0.016
C 3.646617 2.727988 2.865728 0.013 0.191 0.073 -0.010
C 2.851906 3.807191 3.115327 0.133 -0.128 -0.034 0.021
C 1.483097 3.788205 2.759214 -0.098 -0.108 -0.038 -0.004
C 0.731026 4.966060 2.972833 -0.134 0.055 -0.045 0.023
C -0.577478 5.028470 2.594041 0.157 0.092 0.086 -0.010
C -1.182709 3.895601 2.044004 -0.122 -0.254 -0.128 0.029
C -0.529579 2.687287 1.893014 -0.055 0.418 0.138 -0.034
N -1.269869 1.614255 1.353997 -0.064 -0.207 -0.311 0.180
C -2.549790 1.462424 1.721636 0.460 0.206 0.098 -0.005
N -3.490405 1.045878 0.862623 -0.280 -0.178 -0.298 -0.008
C -4.650040 0.271594 1.309339 0.135 -0.076 -0.050 0.000
C -3.387484 1.216551 -0.583176 -0.010 0.011 0.205 0.021
N -2.973187 1.693433 2.990429 -0.171 0.094 -0.030 0.017
C -4.206993 2.423761 3.249529 -0.020 -0.020 0.027 0.000
C -2.112287 1.525088 4.135082 -0.094 0.201 0.174 -0.008
C 0.878608 2.614846 2.191899 -0.107 -0.045 0.125 0.018
N 2.026418 -1.919651 1.020096 -0.119 -0.229 -0.222 -0.015
C 1.683889 -3.292314 1.388299 0.026 0.078 -0.040 0.002
C 2.300431 -1.715949 -0.387585 -0.027 -0.146 0.108 0.071
H 2.024084 0.447153 4.590277 -0.008 -0.008 -0.020 0.000
H 1.128133 -1.027175 5.013451 -0.001 0.001 -0.009 0.000
H 0.477841 0.081941 3.808830 -0.287 0.172 -0.088 0.002
H 3.750147 -1.396893 4.293561 0.002 0.017 0.005 0.000
H 3.726103 -2.287395 2.765039 -0.015 0.015 0.016 0.000
H 2.741191 -2.841513 4.134489 0.002 0.007 -0.011 0.001
H 3.720893 0.743325 2.037251 0.022 0.058 0.049 0.003
H 4.702987 2.752319 3.101158 -0.028 -0.028 0.015 0.000
H 3.255993 4.700100 3.575726 -0.016 0.000 -0.043 0.000
H 1.223176 5.820428 3.419823 0.003 -0.008 -0.021 0.000
H -1.143164 5.944153 2.708884 -0.010 -0.032 0.006 0.000
H -2.209788 3.954965 1.700190 0.032 0.052 0.059 0.002
H -4.570948 0.046238 2.367691 0.017 0.002 -0.037 0.000
H -4.669881 -0.670053 0.758084 -0.019 -0.008 -0.017 0.000
H -5.580636 0.808874 1.122743 -0.001 0.010 0.007 0.000
H -2.497373 0.751076 -1.000253 -0.006 -0.105 -0.055 -0.009
H -3.397207 2.268577 -0.863412 0.025 0.029 0.020 0.008
H -4.240315 0.723048 -1.042148 -0.032 0.039 0.001 -0.001
H -4.682318 2.710807 2.315062 0.008 0.001 0.020 0.000
H -3.968142 3.331016 3.809764 0.009 0.012 -0.001 0.000
H -4.911591 1.832711 3.838278 0.015 -0.002 0.002 0.001
H -1.302473 0.872095 3.865357 0.316 -0.210 -0.053 0.005
H -2.682504 1.053494 4.937651 -0.010 0.023 0.004 0.000
H -1.716623 2.477959 4.499301 0.029 -0.011 -0.025 0.000
H 1.180894 -3.307600 2.350172 0.010 0.018 0.017 0.001
H 2.569784 -3.928147 1.426789 0.001 0.001 -0.007 0.001
H 0.994872 -3.690236 0.639943 0.003 -0.006 -0.009 0.000
H 2.785202 -0.757161 -0.538612 -0.051 0.007 0.039 -0.024
H 1.392453 -1.770201 -0.998421 -0.011 0.001 -0.004 -0.007
H 2.969259 -2.512066 -0.721281 0.022 0.024 0.054 -0.001
C -3.446688 -2.906688 3.608034 -0.014 0.035 -0.052 -0.010
C -2.341207 -3.655050 2.877629 -0.051 0.013 0.008 0.023
N -2.504090 -3.631635 1.422210 0.015 -0.080 -0.037 -0.010
C -3.189162 -4.798758 0.834416 0.016 0.045 0.007 0.002
C -2.211734 -5.890453 0.431072 0.052 0.025 0.019 0.000
C -2.014828 -2.659398 0.650614 0.160 -0.034 0.221 0.006
S -1.242016 -1.312430 1.408833 -0.057 0.037 -0.137 0.237
N -2.197491 -2.837439 -0.670823 0.011 0.134 -0.145 0.022
C -1.691709 -2.065641 -1.604478 -0.276 -0.226 -0.088 0.069
O -0.911354 -1.064578 -1.464789 0.470 0.584 -0.399 0.135
C -2.055285 -2.419647 -3.009644 0.125 0.058 0.035 -0.001
C -2.712602 -3.613110 -3.297602 -0.025 -0.034 0.001 -0.003
C -3.011951 -3.944297 -4.609841 -0.008 0.003 0.043 0.001
C -2.663757 -3.084005 -5.641899 0.014 0.019 -0.009 0.000
C -2.019125 -1.885874 -5.360718 0.007 0.009 0.026 -0.001
C -1.712079 -1.557511 -4.050042 -0.015 0.001 0.011 0.017
H -3.345603 -3.044054 4.685192 0.005 0.010 -0.025 0.000
H -4.428985 -3.277089 3.310312 0.009 0.006 0.017 0.000
H -3.390164 -1.839528 3.385555 -0.023 -0.039 0.015 0.006
H -2.339484 -4.703854 3.175093 0.030 -0.006 -0.026 0.000
H -1.368853 -3.235975 3.132534 0.034 -0.007 -0.013 0.003
H -3.760807 -4.464578 -0.025018 -0.047 0.025 0.000 0.000
H -3.888224 -5.163451 1.587185 0.001 0.029 0.016 0.000
H -1.552633 -5.530041 -0.360284 -0.007 -0.021 0.019 0.000
H -2.750041 -6.763820 0.061247 0.007 0.031 0.014 0.000
H -1.601600 -6.206908 1.279863 -0.012 -0.005 -0.027 0.000
H -2.978244 -4.275995 -2.485656 0.009 0.003 -0.025 0.000
H -3.518880 -4.874796 -4.828795 0.014 0.008 0.004 0.000
H -2.894997 -3.347126 -6.665952 -0.010 0.014 0.015 0.000
H -1.760387 -1.210122 -6.165750 0.000 -0.007 0.006 0.000
H -1.212861 -0.626145 -3.814614 -0.017 0.007 -0.026 -0.016
C -0.095304 3.301073 -4.475287 0.075 0.123 0.064 -0.004
N 0.754206 3.868397 -3.430086 -0.038 -0.092 -0.247 0.013
C 1.826390 4.718096 -3.652703 -0.110 -0.087 -0.021 0.005
C 2.363893 5.005889 -2.451047 -0.095 -0.029 0.074 0.007
N 1.603061 4.329758 -1.519768 0.211 0.020 0.211 0.014
C 0.619692 3.638145 -2.114537 0.033 0.032 -0.037 0.014
S -0.659547 2.822229 -1.310176 -0.054 0.031 -0.191 0.161
H 0.527442 3.010586 -5.317947 0.028 -0.001 0.002 0.000
H -0.831851 4.030588 -4.806193 0.001 0.020 0.026 0.001
H -0.608423 2.433387 -4.072909 -0.009 -0.027 0.040 0.002
H 2.104938 5.039301 -4.641269 -0.025 -0.020 0.026 0.001
H 3.191518 5.637392 -2.181672 -0.007 -0.043 0.010 0.001
H 1.732965 4.334318 -0.518260 -0.050 0.024 -0.013 -0.004
O 1.740171 0.930508 -1.861868 0.116 -0.118 0.199 0.065
C 2.270725 0.837811 -2.967206 -0.161 0.016 -0.082 0.035
C 2.068549 -0.310429 -3.903072 -0.010 -0.063 0.012 -0.004
C 3.278151 -1.257768 -3.674331 0.050 0.042 0.011 -0.001
C 4.685836 -0.625955 -3.630755 -0.063 0.044 0.049 0.000
C 4.987601 0.253292 -2.396836 -0.052 0.013 -0.111 -0.001
C 4.456270 1.695698 -2.502114 -0.058 -0.076 -0.001 0.000
N 3.248647 1.718253 -3.355725 0.008 0.047 0.047 -0.002
H 2.064279 0.040711 -4.937962 0.003 0.003 -0.010 0.000
H 1.134087 -0.830682 -3.698456 -0.013 0.006 -0.003 0.004
H 3.255002 -2.009777 -4.462320 -0.009 -0.016 -0.016 0.000
H 3.118341 -1.788753 -2.734166 0.011 0.001 -0.099 0.001
H 4.887432 -0.073730 -4.555733 0.030 -0.035 0.006 0.000
H 5.395013 -1.453897 -3.629410 0.007 -0.004 -0.012 0.000
H 6.063979 0.283186 -2.225628 -0.005 0.004 0.018 0.000
H 4.546068 -0.226418 -1.520461 0.067 -0.021 0.021 -0.002
H 5.187342 2.356916 -2.961578 0.001 0.027 -0.023 0.000
H 4.205489 2.095268 -1.521990 0.000 0.052 0.017 0.001
H 3.512513 1.552980 -4.317293 0.024 -0.008 0.000 0.000
```
Positions in Å, forces in eV/Å.

Results
Total energy (Eh): -3281.25677
Energy relative to the best compared isomer or geometry (same formula, charge and spin) (eV): 0.000
Molar mass (g/mol): 918.24
Multiplicity: 6
Charge: +2
Highest occupied orbital energy (spin up / spin down) (eV): -11.9 / -11.9
Gap between HOMO and LUMO (spin up / spin down) (hartree): 0.28549 / 0.21072

Entry 4:
Below is C4H11N3S as an isolated structure, with properties calculated with ωB97M-V/def2-TZVPD.

Structure (XYZ):
```
19
Properties=species:S:1:pos:R:3:forces:R:3:lowdin_charge:R:1
C 0.618271 2.334249 -0.841451 2.261 1.757 -2.353 -0.123
C 0.732864 -0.132670 -0.443523 -1.020 5.751 0.287 -0.599
C 0.536909 -2.276293 -0.702419 -3.447 -5.252 4.731 -0.252
C 0.045123 0.731735 1.929051 0.479 -1.496 0.343 -0.146
H -0.037251 2.317561 -1.785598 0.381 -0.166 1.605 0.093
H 1.530206 3.077900 -1.233873 -2.656 -1.291 1.571 0.136
H 0.096689 2.655213 0.093930 0.432 0.084 -1.075 0.063
H 2.264571 0.966220 -1.079909 -0.606 0.570 -0.205 0.123
H 0.904896 -3.353685 -1.143515 -0.556 3.258 0.751 0.096
H 0.854952 -2.190983 0.550439 -0.842 -1.149 -3.322 0.121
H -0.863836 -2.483998 -0.524925 4.092 0.441 -0.864 0.086
H 0.417801 -0.289136 2.722394 -1.257 3.461 -2.204 0.142
H -1.057388 1.258246 2.353567 3.696 -1.631 -1.445 0.121
H 0.963328 1.455433 1.737081 -2.069 -1.419 0.935 0.079
H -1.700419 -1.568195 1.410511 -0.578 1.995 -1.922 -0.019
N 1.355478 1.108945 -0.643394 1.252 -1.476 0.079 -0.066
N 0.850347 -1.064097 -1.230388 1.667 -1.742 -2.560 -0.002
N -0.211935 0.050689 0.534580 -1.283 0.965 4.004 -0.583
S -1.808112 -0.403466 0.414024 0.056 -2.658 1.643 0.728
```
Positions in Å, forces in eV/Å.

Results
Total energy (Eh): -721.23712
Energy relative to the best compared isomer or geometry (same formula, charge and spin) (eV): 6.299
Molar mass (g/mol): 133.22
Multiplicity: 1
Highest occupied orbital energy (eV): -8.5
Gap between HOMO and LUMO (hartree): 0.33187

Entry 5:
Below is a 2-piece molecular cluster, C9H14 overall, with properties calculated with ωB97M-V/def2-TZVPD.

Structure (XYZ):
```
23
Properties=species:S:1:pos:R:3:forces:R:3:lowdin_charge:R:1
C 3.445110 -1.954011 1.206782 0.650 3.642 2.342 -0.136
C 3.092984 -0.403901 1.409164 -0.489 -0.544 -1.549 -0.149
H 4.205863 -2.231780 1.942647 -0.651 -0.630 -0.094 0.069
H 2.543066 -2.444573 1.124920 -1.790 -1.676 0.736 0.027
H 3.816514 -2.009309 0.265064 1.753 -0.393 -2.754 0.011
H 2.920233 -0.010513 0.330991 0.203 -0.236 2.024 0.055
H 3.932385 0.169490 1.866034 -0.819 -0.407 -0.227 0.058
H 2.118466 -0.313079 1.968327 1.215 0.243 -0.408 0.067
C -2.855930 -1.273759 -0.127136 -1.477 -0.185 -1.104 -0.073
C 0.148691 1.794671 -0.850463 -3.250 -1.303 -0.180 -0.059
C 0.391930 0.412496 -0.925866 1.840 0.521 -0.416 -0.117
C -1.208061 2.155444 -0.508178 2.221 -0.207 0.199 -0.078
C -0.516702 -0.623607 -0.673397 -0.226 1.346 1.593 -0.053
C -2.002684 1.133559 -0.069650 -0.731 -0.687 1.178 -0.091
C -1.742188 -0.264102 -0.081884 0.472 0.558 -2.781 -0.251
H 0.840723 2.512724 -1.200295 0.787 0.503 -0.076 0.081
H 1.430388 0.152099 -1.206885 -0.764 -0.054 -0.010 0.090
H -1.634676 3.176742 -0.447263 0.762 -0.664 -0.131 0.110
H -0.209721 -1.660514 -0.725792 -0.051 0.021 -0.326 0.106
H -2.850530 1.487933 0.471283 -1.194 -0.176 -0.120 0.097
H -2.535150 -2.263387 -0.459221 0.445 -0.007 0.582 0.068
H -3.617918 -1.069215 -0.954997 1.055 0.411 0.942 0.104
H -3.478545 -1.357363 0.748950 0.041 -0.077 0.580 0.063
```
Positions in Å, forces in eV/Å.

Results
Total energy (Eh): -351.26931
Energy relative to the best compared isomer or geometry (same formula, charge and spin) (eV): 1.657
Molar mass (g/mol): 122.21
Multiplicity: 1
Highest occupied orbital energy (eV): -8.9
Gap between HOMO and LUMO (hartree): 0.36117

Entry 6:
Below is a single C4H7N3O molecule, with properties calculated with ωB97M-V/def2-TZVPD.

Structure (XYZ):
```
15
Properties=species:S:1:pos:R:3:forces:R:3:lowdin_charge:R:1
C 0.519203 -0.719068 -1.254155 0.495 0.770 -0.746 -0.414
C -0.101190 1.551776 1.522611 1.782 1.326 0.264 -0.168
C -0.764862 0.266076 1.596542 -1.209 -0.841 -0.541 -0.156
C -0.526441 -1.720210 -1.045024 -0.680 -1.156 0.220 -0.212
H 1.818300 -0.154285 -2.550057 -0.160 -0.205 0.058 0.060
H 1.065664 1.119562 -0.933334 0.136 -0.361 0.568 0.140
H 1.009491 1.454981 1.706562 -1.289 0.328 -0.066 0.117
H -0.496800 2.565287 1.767920 0.004 -1.114 -0.368 0.111
H -1.858132 0.122784 1.676831 0.842 0.289 0.393 0.111
H -0.164303 -0.585475 1.954634 -0.289 0.442 -0.527 0.115
H -0.364093 -2.642149 -1.621827 0.117 -0.005 -0.172 0.121
N 1.160706 -0.916083 -2.341801 0.362 0.283 0.322 0.152
N 0.698668 0.340390 -0.369459 -0.038 0.864 -0.674 0.032
N -0.492654 0.891601 0.261766 0.420 -0.557 0.939 -0.083
O -1.503558 -1.575187 -0.371210 -0.493 -0.064 0.328 0.074
```
Positions in Å, forces in eV/Å.

Results
Total energy (Eh): -396.01225
Energy relative to the best compared isomer or geometry (same formula, charge and spin) (eV): 3.705
Molar mass (g/mol): 113.12
Multiplicity: 1
Highest occupied orbital energy (eV): -9.1
Gap between HOMO and LUMO (hartree): 0.34425